19
Properties=species:S:1:pos:R:3:forces:R:3 method="wB97M-V/def2-TZVPD" charge=0 relative_energy_kcal_mol=24.41 spin_multiplicity=2 orbital_gap_ev="10.90 / 6.89"
C -0.70058 -1.24672 1.23036 -0.29 1.58 0.18
C -2.04165 -1.31150 1.95510 -0.20 -1.75 -1.11
C -0.88709 -1.63061 -0.22964 0.90 -2.60 1.24
O -1.26666 -2.71575 -0.64651 -0.36 1.00 0.05
O -0.30512 -0.79498 -0.99962 0.13 1.04 -1.08
H -0.33309 -0.19181 1.21394 0.19 -0.77 0.31
H 0.00398 -1.94713 1.71637 -0.04 0.52 -0.56
H -2.06262 -0.88720 2.94772 0.27 -0.24 0.28
H -2.23463 -2.41529 1.88836 -0.49 0.99 0.81
H -2.82265 -0.83804 1.37127 -0.13 0.22 -0.09
C 1.79585 2.76809 -0.80235 -0.20 -0.04 0.11
C 2.51103 1.95352 0.27204 -0.09 -0.08 0.48
O 0.50742 2.25936 -1.14545 -0.06 0.31 0.34
H 1.68111 3.80904 -0.49099 -0.24 -0.13 0.06
H 2.37164 2.79220 -1.71234 0.52 0.00 -0.36
H 2.85405 2.54528 1.10455 0.31 0.70 0.12
H 0.49585 1.32115 -0.95260 0.01 -0.19 -0.14
H 3.39241 1.42857 -0.09298 -0.24 -0.28 -0.09
H 1.82758 1.28409 0.80884 0.01 -0.29 -0.54